Entry from the OMol25 dataset: a cluster of 3 separate species, C11H16BCl2F6O4 in total (wB97M-V/def2-TZVPD).

ORCA input file:
```
! wB97M-V def2-TZVPD RIJCOSX def2/J DEFGRID3
* xyz -1 1
H 8.865 -0.680 5.099
O -4.439 0.586 -4.692
F 1.026 1.562 2.307
C -4.822 -1.692 -3.987
F -4.785 -2.021 -5.274
C -4.775 -0.158 -3.819
H 0.605 -0.178 -2.786
F -5.934 -2.205 -3.451
H -0.611 0.910 -2.122
F -3.769 -2.248 -3.375
H -1.103 -0.401 -3.204
H -4.970 1.586 -1.163
F 2.371 0.324 1.145
O -5.115 0.159 -2.581
H -4.173 2.006 -2.680
Cl 5.596 1.222 2.910
H -6.409 2.262 -3.786
H -6.298 3.313 -2.369
H -0.409 -2.085 -1.512
C 0.059 0.230 0.624
H -1.599 -0.991 -0.811
B 8.102 -0.009 4.414
C -0.415 -0.125 -2.404
H 4.186 -1.950 4.026
C 1.160 0.393 1.692
H 3.617 -0.687 2.916
C -0.593 -1.053 -1.224
Cl 6.427 -2.175 5.369
O 0.367 -0.770 -0.188
O -0.927 0.907 0.587
H 3.519 -0.430 4.651
H 8.015 1.103 4.928
C 4.137 -0.874 3.857
C -6.322 2.275 -2.701
F 1.048 -0.582 2.606
C 5.504 -0.267 3.831
H 8.515 0.064 3.265
H -7.206 1.795 -2.280
C 6.624 -0.681 4.429
C -5.068 1.564 -2.246
*
```

Output
E_HOMO: -4.18 eV
frontier orbital gap: 5.935 eV
LUMO level: 1.752 eV



Entry from the OMol25 dataset: an isolated molecule of C11H16BF3O5S (wB97M-V/def2-TZVPD).

ORCA input file:
```
! wB97M-V def2-TZVPD RIJCOSX def2/J DEFGRID3
* xyz 0 1
C -0.173 -0.104 -0.714
C -0.999 0.751 0.284
H -0.835 -0.262 -1.581
H 0.061 4.029 -3.762
O -1.142 1.471 -3.415
O 2.188 -0.474 0.894
O 3.689 0.049 -1.092
B -0.040 2.249 -3.102
C 0.197 -1.546 -0.235
H -1.881 0.237 0.686
H 1.743 2.622 -1.927
S 2.579 0.512 -0.312
C 1.583 -1.695 0.443
H 1.019 1.667 3.285
H -0.811 -3.312 0.430
H -0.198 -1.162 2.402
H 1.278 0.110 -2.252
H -0.594 -2.846 2.615
O 2.830 1.791 0.280
H 0.281 2.712 -0.940
H -1.885 -1.969 0.077
C -0.925 -1.929 2.103
C 0.783 2.123 -1.723
C -0.948 -2.232 0.586
H 0.255 -2.149 -1.158
C -2.270 -1.553 2.732
F -3.301 -1.486 1.875
C 1.062 0.660 -1.319
F -2.645 -2.387 3.710
C 0.436 1.544 2.397
H -1.398 1.609 -0.287
H 1.563 -2.366 1.312
F -2.179 -0.331 3.295
O 0.363 3.166 -4.083
H 2.289 -2.169 -0.263
C -0.242 1.328 1.423
H -1.734 1.345 -2.664
*
```

Output
E_HOMO: -10.12 eV
frontier orbital gap: 10.154 eV
LUMO level: 0.033 eV
SMILES: C#CC[C@@H]1[C@H](CCC(F)(F)F)COS(=O)(=O)[C@@H]1CB(O)O



Entry from the OMol25 dataset: an isolated molecule of C11H16Br2 (wB97M-V/def2-TZVPD).

ORCA input file:
```
! wB97M-V def2-TZVPD RIJCOSX def2/J DEFGRID3
* xyz 0 1
H -1.733 -1.654 -0.009
C -1.350 0.452 0.706
C -0.285 0.847 -1.235
H -2.087 0.305 -2.257
H -2.986 -0.592 -0.253
H 1.341 0.628 2.667
H 0.190 -2.043 0.598
H -0.353 -1.730 2.132
H -0.874 2.647 0.119
H 1.420 -0.974 -2.892
H 1.460 -1.437 1.742
H 0.188 1.425 -2.155
C 0.155 0.024 0.963
H 3.102 -1.556 -2.667
C 2.108 -0.628 -0.997
Br 2.063 2.118 -0.052
C -1.929 -0.682 -0.207
C 2.224 -1.070 -2.241
Br 3.419 -1.113 0.231
C -1.419 -0.229 -1.571
H -2.189 1.861 -0.712
H -0.261 0.457 3.150
H -1.793 0.737 1.559
C -1.302 1.589 -0.285
C 0.366 -1.430 1.355
H 0.372 1.888 2.374
H -1.062 -1.148 -2.164
C 0.829 0.526 -0.255
C 0.387 0.779 2.356
*
```

Output
E_HOMO: -9.24 eV
frontier orbital gap: 9.943 eV
LUMO level: 0.703 eV
SMILES: C=C(Br)[C@@]1(Br)[C@H]2CC[C@H](C2)C1(C)C



Entry from the OMol25 dataset: the ion C11H16Cl2FN3O2P with charge +1 (wB97M-V/def2-TZVPD).

ORCA input file:
```
! wB97M-V def2-TZVPD RIJCOSX def2/J DEFGRID3
* xyz 1 1
H -2.537 -0.485 -4.488
C -5.296 -0.766 -1.016
H 3.166 1.276 -1.395
C -0.045 -1.040 2.666
Cl 2.182 3.997 -1.804
C 1.978 1.209 -1.310
C -2.046 -1.078 1.045
C 1.479 -1.640 2.741
C 1.665 0.031 -0.213
H -0.748 -1.858 3.178
H 3.537 -0.771 3.565
H 1.938 -1.967 1.716
P -1.155 0.258 -2.895
C -3.886 -0.922 -0.858
H 2.049 2.819 0.362
N -2.456 -0.771 -0.378
Cl -3.392 -1.706 2.153
O 0.014 -0.728 -3.732
N -0.575 -0.804 1.269
C 2.390 -0.503 3.546
H 2.266 0.578 3.107
H 1.515 -2.609 3.438
C -1.197 -0.291 -1.066
N -2.608 0.138 -3.653
H 0.349 2.740 -0.490
C 0.079 -0.330 -0.010
H 2.066 0.402 0.848
H 0.448 -1.297 -3.003
C 1.500 2.661 -0.687
F -0.251 0.206 3.472
H 2.262 -0.935 -0.500
H 1.992 -0.514 4.671
H -1.046 2.379 -3.795
O -0.770 1.984 -2.914
H -6.459 -0.661 -1.178
H 1.594 0.997 -2.395
*
```

Output
E_HOMO: -12.05 eV
frontier orbital gap: 7.135 eV
LUMO level: -4.916 eV
SMILES: C#Cn1c(P(=N)(O)O)c(CCCCl)[n+]([C@H](F)CC)c1Cl



Entry from the OMol25 dataset: a structure of composition C11H16Cl2N4SbSe4W (wB97M-V/def2-TZVPD).

ORCA input file:
```
! wB97M-V def2-TZVPD RIJCOSX def2/J DEFGRID3
* xyz 1 1
H -3.510 -0.798 -2.955
C 0.741 -6.299 1.504
N -4.232 0.395 -1.382
H -5.485 2.080 -1.677
Cl 2.734 -3.093 0.231
H -5.055 -1.354 -2.247
C -3.102 0.329 -0.683
H -2.007 3.291 -0.253
Se 1.095 0.422 -0.944
C 1.473 -4.209 0.592
N -2.659 1.349 0.049
Se -1.628 2.020 -3.521
N -2.392 -0.844 -0.684
N -0.160 -2.698 -0.359
C -0.861 -4.797 0.571
C -1.807 1.166 1.221
H 2.791 -5.645 1.456
H -0.813 1.573 1.035
Cl -2.501 -4.408 0.165
Se 2.407 0.798 -4.703
Se -0.406 -1.838 -3.516
H -3.372 2.830 -1.259
C -2.950 2.745 -0.265
H -5.249 1.588 0.017
C -4.459 -0.484 -2.529
H -1.727 0.114 1.475
H -1.378 -6.686 1.417
H 0.972 -7.238 1.987
H -6.266 0.620 -1.051
C 1.765 -5.413 1.209
C -5.366 1.233 -1.002
Sb 0.403 0.837 -3.525
C 0.153 -3.885 0.261
W -0.516 -1.276 -1.265
C -0.576 -5.998 1.188
H -2.257 1.702 2.058
H -2.992 -1.664 -0.649
H -3.623 3.184 0.473
H -5.002 0.080 -3.286
*
```

Output
E_HOMO: -11.34 eV
frontier orbital gap: 6.869 eV
LUMO level: -4.474 eV
energy above the lowest of the compared OMol25 structures with the same formula, charge and spin: 0.0 kcal/mol



Entry from the OMol25 dataset: a structure of composition C11H16Cl3IrNOSe (wB97M-V/def2-TZVPD).

ORCA input file:
```
! wB97M-V def2-TZVPD RIJCOSX def2/J DEFGRID3
* xyz -2 6
H 0.378 -2.236 -2.112
C 2.601 -0.725 1.121
Cl -1.522 0.566 2.070
Ir -1.123 -0.961 0.399
C 1.115 1.250 0.492
C 0.686 -0.765 -0.615
Cl -0.806 -2.968 1.428
H 1.916 1.762 2.406
C -0.283 0.287 -1.103
H 2.128 -0.942 2.218
O -1.790 -2.095 -1.204
H 1.497 -2.702 -0.810
H 2.015 -1.548 -2.056
H -0.975 3.226 0.357
C 1.168 -1.886 -1.453
C -0.617 2.808 -0.593
H 1.076 3.090 1.567
C 1.729 2.223 1.428
N -2.992 -1.292 0.928
H 2.886 -1.694 0.705
C 1.526 -0.092 0.361
C 0.053 1.509 -0.390
H -1.329 -0.712 -2.629
H -2.759 -2.110 -1.105
Cl 0.819 -1.154 3.075
C -4.006 -1.496 1.513
H 2.688 2.578 1.032
Se -5.558 -1.828 2.286
H -0.098 0.446 -3.224
H -1.639 1.044 -2.550
C -0.872 0.269 -2.466
H 3.477 -0.082 1.233
H 0.077 3.532 -1.039
H -1.466 2.698 -1.271
*
```

Output
E_HOMO (spin up / spin down): 0.27 / -0.87 eV
frontier orbital gap (spin up / spin down): 4.463 / 5.239 eV
LUMO level (spin up / spin down): 4.734 / 4.367 eV



What E_tot values result from the calculations? In sequence: -2274.1976 -1527.6020 -5576.6234 -2104.4274 -11481.1031 -4444.9285 Ha.
What strongest force on any atom values result from the calculations? In sequence: 0.01029 0.04850 0.11522 0.20856 0.00612 0.13419 hartree/bohr.